1.
Here is C13H17Cl2NO in the gas phase from the OMol25 dataset. Energies are from ωB97M-V/def2-TZVPD.

## Properties
SMILES: Clc1cccc(OCCCN2CCCC2)c1Cl
Orbital gap, eV: 9.3857
Lowest unoccupied orbital energy, Ha: 0.02998
E_HOMO, eV: -8.57
Net charge: 0

XYZ file:
```
34
Properties=species:S:1:pos:R:3:forces:R:3
Cl -5.8158 -2.2817 -0.5911 -0.1845 -0.0841 0.0056
C -4.9695 -0.7904 -0.4453 0.1918 0.1732 0.0075
C -3.5902 -0.7644 -0.5791 0.1316 -0.0120 -0.0167
C -2.8865 0.4452 -0.4633 -0.2367 -0.0793 0.0135
C -3.6026 1.6104 -0.2098 0.3249 0.0096 -0.0329
C -4.9809 1.5689 -0.0773 -0.0600 -0.1463 -0.0163
C -5.6726 0.3797 -0.1929 -0.0093 0.0105 0.0025
H -6.7445 0.3449 -0.0907 -0.1058 -0.0269 0.0067
H -5.5201 2.4825 0.1189 -0.0534 0.0829 0.0181
H -3.0901 2.5538 -0.1167 0.0867 0.0744 0.0038
O -1.5488 0.3621 -0.6141 -0.1600 -0.1759 0.0004
C -0.7588 1.5275 -0.4696 0.3711 0.3400 -0.1284
C 0.6995 1.1180 -0.6414 -0.4276 -0.2035 0.3205
C 1.1467 0.1680 0.4694 -0.0172 0.1987 -0.1792
N 2.5741 -0.0593 0.4331 0.0829 -0.0291 0.0228
C 3.0439 -0.8401 -0.6971 0.1160 0.0536 -0.1424
C 4.4881 -1.1622 -0.3206 -0.0784 -0.0041 -0.0967
H 4.8438 -2.0689 -0.8064 0.0421 0.0132 -0.0486
H 5.1346 -0.3366 -0.6150 0.0205 -0.0173 -0.0468
C 4.4517 -1.2889 1.2112 -0.0193 0.0114 0.0651
H 4.5763 -2.3228 1.5303 0.0373 0.0188 0.0446
H 5.2427 -0.6978 1.6690 0.0305 -0.0402 0.0305
C 3.0663 -0.7622 1.6079 0.0084 0.0081 0.2174
H 3.1042 -0.0737 2.4547 -0.0580 -0.0923 0.0513
H 2.4023 -1.6019 1.8774 -0.0027 0.0373 -0.0159
H 2.9769 -0.2594 -1.6173 -0.0447 -0.0888 -0.0602
H 2.4568 -1.7676 -0.8211 -0.0309 0.0109 -0.0028
H 0.5768 -0.7752 0.3909 0.0703 0.0379 0.0905
H 0.9149 0.6225 1.4379 -0.0722 -0.0368 -0.0071
H 0.8078 0.6319 -1.6106 0.0350 0.0617 -0.1019
H 1.3269 2.0093 -0.6239 0.0100 0.0476 -0.0300
H -0.9161 1.9675 0.5244 -0.0351 -0.0151 -0.0817
H -1.0366 2.2659 -1.2340 -0.0360 -0.0604 0.1242
Cl -2.7012 -2.2047 -0.8881 0.0730 -0.0776 -0.0172
```
Forces are in eV/Å.

---

2.
Here is a molecular structure, C27H44BrCrNOP2S in a non-equilibrium geometry from the OMol25 dataset. Energies are from ωB97M-V/def2-TZVPD.

## Properties
Orbital gap (spin up / spin down), eV: 6.9273 / 6.7365
Lowest unoccupied orbital energy (spin up / spin down), Ha: -0.25894 / -0.26593
E_HOMO (spin up / spin down), eV: -13.97 / -13.97
Net charge: +2
2S+1: 5

XYZ file:
```
78
Properties=species:S:1:pos:R:3:forces:R:3
C 2.7279 -5.1196 0.3877 -0.1446 0.2200 -0.3790
C 2.6162 -4.0831 -0.5795 0.0640 -0.6449 -0.0555
C 2.3703 -4.4749 -1.9177 -0.0050 0.1136 0.3437
C 2.1292 -5.8244 -2.1985 0.3176 0.5744 0.3926
N 2.1780 -6.7672 -1.2649 -0.3552 -0.3740 0.0253
C 2.4678 -6.4409 -0.0075 0.2233 0.8351 -0.2666
C 2.7705 -2.6705 -0.2404 1.2456 0.9859 0.1383
C 3.1075 -1.5100 -0.0077 -1.4866 -1.3730 -0.6524
C 3.1484 -0.1124 0.3093 -0.2913 1.1625 0.0766
C 1.9776 0.7298 0.3335 0.8553 -1.1103 0.0669
C 2.0065 1.9557 1.0380 0.4697 0.0078 -1.1666
C 3.1891 2.6412 1.0832 -0.0460 0.8096 0.5063
C 4.3599 1.9521 0.8255 0.0501 -0.2383 -0.0614
C 4.3369 0.5655 0.5647 0.4457 0.6376 0.4072
Cr 0.0222 1.3094 1.1095 -2.4745 -1.1387 -1.0767
P -1.1513 -0.7445 0.8731 -0.7695 -0.2665 0.3591
H 2.4188 -3.7660 -2.7457 -0.2378 -0.0320 0.3763
H 3.0616 -4.9441 1.4113 -0.3331 0.2259 -0.2662
H 1.8952 -6.1311 -3.2193 0.1417 -0.0207 0.2758
H 2.5008 -7.2518 0.7208 0.0780 0.1838 -0.2041
H 5.2777 0.0338 0.5013 -0.0077 0.0198 -0.0222
H 1.3110 0.6043 -0.5404 -0.5284 -0.5205 0.9166
H 5.2756 2.5127 0.8565 0.4114 -0.1226 0.0141
H 1.1279 2.5220 1.4966 1.2031 0.9242 -0.5734
C -2.9087 -0.2782 1.1754 0.1236 0.0232 0.0354
C -3.9348 -1.2923 0.6788 -0.3997 -0.1633 -0.0616
H -3.0525 0.6935 0.6744 0.0042 -0.2443 0.0903
H -3.0039 -0.0787 2.2556 0.0804 -0.1304 -0.2669
H -4.9516 -0.9043 0.8189 0.2443 -0.0518 -0.0332
H -3.8099 -1.4990 -0.3916 -0.0447 0.0329 0.2102
H -3.8729 -2.2415 1.2234 -0.0320 0.2976 -0.2269
C -1.0123 -1.5517 -0.7684 0.2266 0.2324 -0.3489
C -1.1980 -3.0680 -0.8184 -0.0440 -0.4096 -0.0579
H 0.0061 -1.2983 -1.1048 -0.1921 -0.1479 -0.0477
H -1.6986 -1.0556 -1.4722 0.1616 -0.0696 0.3683
H -1.0937 -3.4314 -1.8516 0.0188 0.2177 0.2826
H -0.4294 -3.5787 -0.2231 -0.2428 0.0722 -0.1110
H -2.1898 -3.3867 -0.4694 0.3231 0.1569 -0.1172
C -0.6498 -1.9702 2.1403 0.2681 0.1633 0.0507
C -1.7211 -2.9974 2.4800 -0.2463 -0.4890 0.2005
H -0.3890 -1.3994 3.0422 -0.1122 -0.1656 -0.2032
H 0.2795 -2.4376 1.7842 -0.1606 0.0456 -0.0165
H -1.3565 -3.7119 3.2306 -0.0008 0.2703 -0.1637
H -2.6132 -2.5167 2.8978 0.2568 -0.1001 -0.0286
H -2.0220 -3.5849 1.6057 0.0692 0.1615 0.2803
Br 2.9480 4.5356 1.2864 0.6439 -0.6640 0.2785
P -0.7586 2.2705 -1.4507 -0.2495 -0.1899 -0.3870
C -2.1546 1.4403 -2.3467 -0.0745 -0.3988 0.3347
C -3.0612 2.2727 -3.2606 -0.0150 0.1016 -0.1981
H -2.7684 0.9797 -1.5539 0.0940 0.0684 -0.3297
H -1.7075 0.6140 -2.9194 -0.0937 0.1474 0.1709
H -3.8594 1.6186 -3.6483 0.2804 0.2834 0.1454
H -3.5444 3.0975 -2.7165 0.1382 -0.2699 -0.2613
H -2.5228 2.6821 -4.1309 -0.1658 -0.1045 0.3965
C -1.2964 4.0193 -1.3053 0.1223 0.2950 0.6890
C -0.8220 5.0594 -2.3183 -0.0273 0.2210 -0.3110
H -0.9448 4.2960 -0.2980 -0.1529 0.2021 -0.2748
H -2.3946 4.0240 -1.2536 0.2899 -0.0933 0.0978
H -1.0342 6.0672 -1.9342 0.0665 -0.3072 -0.0784
H 0.2555 5.0028 -2.5108 -0.2017 0.0006 0.0607
H -1.3485 4.9744 -3.2786 0.1698 -0.0916 0.2507
C 0.6597 2.1773 -2.6391 0.1922 0.0385 0.4304
C 0.4565 2.3235 -4.1475 -0.0109 0.1219 -0.2818
H 1.1221 1.1963 -2.4548 -0.0292 0.1114 -0.0304
H 1.3824 2.9192 -2.2712 -0.0030 -0.1229 -0.0825
H 1.4280 2.1787 -4.6443 -0.3114 0.0199 0.1549
H -0.2256 1.5632 -4.5491 0.1091 0.2162 0.1253
H 0.0972 3.3176 -4.4444 0.0047 -0.3016 0.1852
C -0.7219 3.0107 4.2535 0.3049 0.1677 -0.2920
S -0.3952 1.3549 3.6099 -0.8897 -0.6239 0.9331
C 1.1537 0.8707 4.3610 0.5333 0.1367 0.1305
O -1.4390 0.4586 4.2010 0.6467 0.6073 -0.9785
H 0.2045 3.5388 4.4998 -0.1165 -0.1409 -0.0522
H -1.3426 2.8709 5.1394 0.0492 -0.0330 -0.0516
H -1.2604 3.5688 3.4777 0.0107 -0.1714 0.2782
H 0.9187 0.4556 5.3470 -0.0469 0.1336 -0.1576
H 1.6538 0.1107 3.7446 -0.3239 0.1515 0.1155
H 1.8189 1.7332 4.4587 -0.0711 -0.0718 -0.0202
```
Forces are in eV/Å.

---

ΔE to the lowest compared entry with this formula, charge and spin list, top to bottom, in kcal per mole: 0.4, 13.3